(1)
DFT (the ωB97M-V functional and the def2-TZVPD basis) results for a 7-piece molecular cluster, C21H41N10O18P2S3 overall in a non-equilibrium geometry.

```
95
Properties=species:S:1:pos:R:3:lowdin_charge:R:1
S 4.30 -2.73 -2.13 0.6527
S -2.67 1.66 -0.72 0.8017
S -3.00 -0.80 -2.36 0.7585
P 1.06 3.97 0.74 0.9214
P 2.03 4.62 2.60 0.3725
O -2.96 6.67 1.58 0.0530
O -3.49 4.84 2.59 0.0524
O 2.38 -5.59 2.36 0.0786
O 1.07 5.30 3.50 -0.3040
O -10.62 -4.45 -2.23 0.0649
O -7.58 -0.49 0.05 0.0626
O 3.19 5.76 2.14 -0.1751
O 2.92 -3.07 -1.79 -0.2963
O 2.77 -6.90 0.69 0.0495
O -0.16 2.21 7.92 0.0750
O -0.10 -10.99 -0.35 0.0579
O 4.78 -3.54 -3.48 -0.1316
O -5.49 -0.11 0.45 0.0369
O 2.76 3.27 3.34 -0.2063
O 5.17 -3.15 -1.04 -0.3055
O 1.04 -11.26 1.47 0.0598
O -10.08 -2.63 -3.27 0.0590
O 0.35 0.92 6.26 0.0602
N 4.35 2.36 -2.04 0.0679
N 3.00 -5.92 1.37 -0.4287
N 4.75 2.61 -0.80 0.1363
N 0.54 -10.58 0.61 -0.4525
N -0.47 -2.29 1.29 0.0490
N -10.07 -3.37 -2.31 -0.4529
N -2.98 5.94 2.55 -0.4532
N 0.53 1.89 6.97 -0.4513
N -1.29 -0.84 -0.28 -0.1467
N -6.61 0.24 0.14 -0.4328
C 2.32 3.33 -0.49 -0.3100
C -1.57 -1.80 0.74 -0.1191
C 0.10 -0.82 -0.29 -0.1135
C -2.24 -0.11 -1.07 -0.9893
C 3.71 3.06 -0.08 -0.0903
C 1.68 2.77 6.62 0.0391
C -0.41 2.10 -2.27 -0.2422
C -6.82 1.68 -0.15 0.0522
C 0.60 3.33 -2.48 -0.1485
C 2.99 2.14 -4.13 -0.0767
C -9.31 -2.91 -1.11 0.0341
C 4.13 -5.06 0.94 0.0369
C 3.16 2.53 -2.61 -0.1105
C 3.60 0.69 -4.37 -0.1705
C 4.40 -0.90 -2.40 -0.2162
C 0.67 -1.73 0.67 -0.0817
C 0.71 -9.10 0.73 0.0297
C 3.18 -0.37 -3.28 -0.1891
C -2.32 6.42 3.79 0.0453
C -1.92 2.57 -2.17 -0.4357
C 2.00 3.07 -1.90 -0.1007
H 0.26 -8.80 1.67 0.1046
H -7.57 2.05 0.55 0.1057
H -1.53 5.71 4.03 0.0801
H 3.26 5.68 1.16 0.0518
H -2.03 3.67 -2.05 0.0891
H -2.64 -2.00 0.98 0.1419
H 4.93 -2.85 -4.16 0.0900
H 0.74 -0.18 -0.94 0.0761
H 0.13 4.19 -1.91 0.1015
H 3.29 0.28 -5.37 0.1295
H -7.18 1.75 -1.18 0.1051
H 1.77 -8.90 0.71 0.0692
H 2.39 -0.03 -2.57 0.0984
H 5.03 -5.67 0.96 0.1095
H 1.75 -1.88 0.86 0.1000
H 0.21 -8.62 -0.11 0.0951
H 3.73 3.34 3.28 0.0749
H -3.07 6.46 4.57 0.1043
H 3.48 2.89 -4.80 0.1449
H 4.42 -0.47 -1.37 0.1047
H 0.33 2.80 1.12 -0.0173
H 3.95 3.26 0.99 0.0986
H 4.22 -4.23 1.64 0.0982
H -0.32 1.40 -3.14 0.1181
H 1.89 2.07 -4.37 0.1170
H -10.01 -2.85 -0.28 0.1045
H 0.57 3.62 -3.56 0.1288
H 1.71 3.60 7.32 0.0978
H 2.58 2.17 6.69 0.1017
H 5.40 -0.69 -2.86 0.1073
H 1.53 3.13 5.61 0.0634
H -8.87 -1.94 -1.32 0.0641
H -0.14 1.65 -1.29 0.0460
H -2.54 2.26 -3.06 0.0777
H 5.10 1.98 -2.63 0.1804
H -1.90 7.41 3.60 0.0976
H -8.53 -3.65 -0.92 0.1035
H 4.73 0.79 -4.43 0.1092
H 3.92 -4.71 -0.06 0.0544
H 2.77 -1.29 -3.80 0.1191
H -5.88 2.20 -0.03 0.0772
```

For the LUMO energy, the calculation gives -0.2176 Ha. As for the HOMO-LUMO gap: 5.31 eV. As for the total charge: +1. Its multiplicity is 1. Its highest occupied orbital energy is -11.232 eV.



(2)
DFT (the ωB97M-V functional and the def2-TZVPD basis) results for C21H41N3O as an isolated structure in a non-equilibrium geometry.

```
66
Properties=species:S:1:pos:R:3:lowdin_charge:R:1
O 3.69 -2.53 -0.87 -0.0611
N 2.51 3.39 1.14 -0.0720
N -1.16 -1.06 -0.13 -0.0919
N 1.71 -0.84 0.07 -0.1648
C 2.11 0.29 0.77 -0.2402
C 0.70 1.31 0.91 0.0336
C 0.81 -1.66 0.99 -0.1801
C -0.33 -1.48 -1.04 -0.3073
C 3.57 2.45 0.98 -0.0749
C 2.14 4.53 0.01 -0.3638
C -5.52 -0.86 -0.36 -0.2568
C 1.85 5.60 0.95 -0.0604
C 1.21 4.03 -0.92 -0.0915
C -4.76 -0.60 0.88 -0.2567
C -3.15 -2.67 -0.30 -0.2062
C 1.26 2.64 1.85 0.0027
C 3.09 1.13 -0.11 -0.0058
C -2.54 -1.20 -0.04 -0.3328
C 2.80 -2.66 -1.75 -0.4558
C 0.98 -0.74 -1.05 -0.3329
C -0.54 -1.75 1.21 -0.1147
C -5.59 -2.23 -0.67 -0.1343
C -4.17 -3.11 -1.14 -0.1244
C 1.89 -1.43 -2.34 -0.0771
C -3.33 -0.35 0.94 -0.1818
H 4.25 2.68 0.50 -0.0027
H -6.13 -2.49 -1.28 -0.0368
H -0.78 -1.03 1.90 0.0826
H 0.64 0.41 -1.33 0.1840
H 0.12 1.03 1.71 0.0606
H -2.25 -3.39 -0.42 0.1107
H -4.93 -1.29 1.57 0.0620
H 2.40 0.06 1.78 0.1365
H -1.03 -1.11 -1.99 0.1826
H -5.09 -0.13 -1.12 0.1367
H 2.76 -0.61 -2.33 0.1160
H 1.70 2.48 2.68 0.0445
H -3.79 -2.57 -2.03 0.1351
H 0.17 3.79 -0.63 0.0992
H 1.38 -1.40 -3.24 0.0585
H 1.41 -1.81 1.97 0.1568
H 3.85 0.42 -0.12 0.0661
H -5.22 0.47 1.28 0.1719
H 0.28 1.71 0.19 -0.0336
H 3.17 4.57 -0.32 0.1452
H -3.39 -3.06 1.12 0.2024
H -3.04 -0.56 1.84 0.0599
H 3.23 -3.07 -3.04 0.1834
H -4.51 -4.02 -1.08 0.0562
H 1.45 3.20 -1.59 0.0803
H 1.83 6.56 0.25 0.1389
H 3.30 -1.92 -0.05 0.1818
H 1.85 -3.43 -1.58 0.1108
H -5.90 -2.75 0.23 0.1286
H -6.61 -0.33 -0.27 0.1641
H -3.18 0.72 0.66 0.1397
H 2.76 1.43 -1.06 0.0750
H -2.99 -0.81 -1.09 0.1649
H 1.00 5.64 1.40 0.0195
H 3.86 2.05 1.68 -0.0112
H -0.17 -2.74 -1.31 0.1792
H 2.54 5.80 1.61 0.0328
H 1.08 4.85 -1.69 0.1091
H -0.86 -2.63 1.51 0.0796
H 0.63 3.27 2.02 -0.0016
H 1.15 -2.86 0.58 0.1819
```

For the LUMO energy, the calculation gives 0.0247 Ha. The energy above the lowest of the compared OMol25 structures with the same formula, charge and spin is 2397.3 kJ/mol. As for the HOMO-LUMO gap: 8.18 eV. As for the total charge: 0. Its multiplicity is 1. Its highest occupied orbital energy is -7.505 eV.



(3)
DFT (the ωB97M-V functional and the def2-TZVPD basis) results for a 4-piece molecular cluster, C21H42BBr2NO13P2S4 overall in a non-equilibrium geometry.

```
86
Properties=species:S:1:pos:R:3:lowdin_charge:R:1
Br -0.72 4.80 -3.18 0.2485
Br 1.30 4.95 2.82 0.2666
S -0.87 -4.91 0.46 0.6941
S 4.17 4.96 -0.70 0.7544
S -2.66 -3.29 5.06 0.6736
S -3.22 0.32 -3.56 0.6922
P 1.52 4.36 -2.83 0.6836
P 0.41 5.02 0.70 0.6263
O 5.00 1.08 -1.25 -0.0515
O -0.84 -3.83 -0.50 -0.3445
O 1.72 1.69 -1.61 -0.1962
O -2.56 0.54 -2.29 -0.3449
O -3.66 -3.45 4.02 -0.3137
O -0.36 -0.75 -3.54 -0.1292
O -1.57 -4.23 5.22 -0.3261
O -1.70 -6.09 0.29 -0.3211
O 1.20 6.33 -0.13 -0.4728
O 4.78 2.77 -3.12 0.0125
O 1.32 1.52 1.94 -0.0543
O 2.05 3.62 -4.36 -0.3766
O -2.99 -0.87 -4.35 -0.3078
N 3.14 2.87 0.66 0.0334
C -1.99 -1.64 4.95 -0.2332
C 1.27 -4.54 1.92 -0.2203
C -5.34 1.83 -4.10 -0.2199
C 1.78 3.17 -1.35 -0.5187
C 3.35 3.28 -0.79 -0.5654
C 0.80 -5.43 0.78 -0.2335
C -4.98 0.54 -3.36 -0.2218
C 0.10 -4.47 2.90 -0.2342
C 1.75 2.42 1.03 -0.3333
C -3.49 -3.07 6.63 -0.2245
C -2.96 1.75 -4.59 -0.2344
C -1.17 -4.21 2.08 -0.2315
C 7.27 -0.03 -0.61 -0.0920
C 0.51 1.34 -2.37 -0.1507
C -4.32 2.01 -5.22 -0.2214
C 0.82 3.31 -0.03 -0.3609
C 0.47 -0.33 -2.39 -0.2969
C -0.20 -0.97 -1.03 -0.0630
C -3.16 -1.65 7.09 -0.2203
C 6.48 1.22 -1.37 -0.2265
C -2.91 -0.81 5.84 -0.2224
B 4.38 2.36 -1.73 -0.4429
H -0.98 -1.66 5.36 0.1139
H -1.36 -3.14 1.96 0.1061
H -3.13 -3.82 7.33 0.1068
H -0.37 -2.14 -1.18 0.0616
H -2.47 0.16 6.08 0.1203
H -1.98 -1.31 3.92 0.1111
H -5.27 2.68 -3.41 0.1191
H 5.62 3.31 -3.01 0.1120
H 0.58 1.64 -3.52 0.1356
H 1.59 -0.72 -2.53 0.1588
H 1.86 6.79 0.50 0.0588
H -2.25 -1.67 7.70 0.1198
H -6.36 1.80 -4.48 0.1164
H 8.42 0.19 -0.63 0.0818
H 6.89 -0.09 0.51 0.0923
H -5.48 -0.32 -3.80 0.1092
H -2.04 -4.70 2.53 0.0881
H -2.18 1.54 -5.33 0.1178
H 2.40 2.69 -4.18 0.0572
H -1.28 -0.50 -0.91 0.0797
H 1.41 -5.33 -0.12 0.1095
H 0.43 -0.84 -0.06 0.0892
H 3.94 2.25 0.94 0.1428
H 3.70 5.85 -1.68 -0.1000
H 7.09 -1.02 -1.20 0.0865
H 6.82 2.25 -0.90 0.1350
H -0.24 2.77 -0.02 0.1385
H -4.51 1.28 -6.02 0.1224
H -5.22 0.61 -2.30 0.1065
H -0.50 1.66 -1.88 0.1131
H 6.74 1.15 -2.53 0.1398
H 0.78 -6.48 1.09 0.1101
H -4.56 -3.20 6.46 0.1090
H 2.17 -4.93 2.40 0.1171
H -1.07 -1.34 -3.14 0.0762
H 0.24 -3.69 3.65 0.1019
H 0.01 -5.43 3.43 0.1207
H -3.86 -0.62 5.32 0.1234
H -3.97 -1.24 7.70 0.1174
H -2.66 2.58 -3.95 0.0579
H -4.37 3.01 -5.66 0.1185
H 1.49 -3.53 1.54 0.1191
```

For the LUMO energy, the calculation gives -0.0039 Ha. As for the HOMO-LUMO gap: 8.81 eV. As for the total charge: 0. Its multiplicity is 1. Its highest occupied orbital energy is -8.921 eV. The SMILES is CCOB(O)[C@]1(S)NC(=O)[C@@H](P(O)Br)[C@@]1(OC[C@@H](C)O)P(O)Br.O=S1(=O)CCCC1.O=S1(=O)CCCC1.O=S1(=O)CCCC1.



(4)
DFT (the ωB97M-V functional and the def2-TZVPD basis) results for a 2-piece molecular cluster, C21H42Br2N3O3 overall in a non-equilibrium geometry.

```
71
Properties=species:S:1:pos:R:3:lowdin_charge:R:1
Br -4.09 -5.30 1.02 0.6415
Br -0.69 -5.29 -0.44 0.6086
O -1.42 2.07 -0.86 -0.1013
O 3.59 2.22 2.19 0.1223
O 1.37 1.66 2.24 -0.0722
N 4.64 1.08 -3.02 0.1617
N 0.98 3.20 -0.51 0.0993
N 1.20 0.17 -1.94 0.1706
C 3.06 -0.07 1.76 0.0215
C -0.63 1.84 -1.98 -0.2365
C 3.11 1.71 -1.30 -0.0918
C -2.42 -5.56 -1.30 -0.6763
C 1.86 1.51 -2.13 -0.1919
C 2.71 1.36 2.09 -0.4872
C 0.90 1.48 3.59 -0.1528
C -0.27 0.38 -2.26 -0.1913
C 4.91 -0.08 -0.86 -0.0301
C -3.82 2.26 -0.58 -0.0551
C -2.48 -1.73 1.71 -0.1967
C 4.27 0.88 -1.82 -0.4030
C -2.55 2.92 -1.07 -0.2218
C -1.07 -1.04 -0.33 -0.1879
C -2.36 -0.86 0.46 -0.2056
C -3.47 -4.67 -0.71 -0.7002
C -1.17 -0.74 -1.84 -0.1025
C -1.74 -1.18 2.94 -0.1746
C 0.78 2.56 -1.79 -0.2397
C -0.53 -0.31 2.59 -0.2178
C 0.30 0.09 3.80 -0.1554
H 0.92 3.36 -2.51 0.1538
H 2.18 -0.68 1.54 0.0749
H -2.66 3.19 -2.12 0.1197
H -2.45 -0.58 3.51 0.1173
H -3.53 -1.75 1.96 0.1109
H -0.26 0.35 -3.35 0.1601
H -0.32 0.08 4.69 0.1212
H -1.03 2.24 -2.91 0.1516
H -3.99 1.36 -1.14 0.0723
H -4.36 -4.65 -1.34 0.0623
H 2.94 1.47 -0.25 0.0785
H -3.18 -1.14 -0.20 0.1097
H 1.11 -0.61 3.98 0.1134
H -0.75 -2.07 -0.19 0.0873
H 0.11 2.21 3.74 0.1318
H 4.18 -0.84 -0.56 0.0755
H 2.21 1.60 -3.15 0.1491
H -2.40 3.84 -0.51 0.1208
H -0.29 -0.40 0.08 0.0772
H 1.53 -0.39 -2.72 0.1859
H 3.69 -0.08 0.88 0.0087
H -1.43 -1.97 3.61 0.1176
H -2.19 -0.46 -2.09 0.1249
H -4.64 2.96 -0.72 0.0860
H -2.51 0.18 0.73 0.0868
H -3.11 -3.65 -0.56 0.0191
H -3.70 2.03 0.47 0.0744
H 5.43 0.49 -3.25 0.0649
H 0.94 2.56 0.27 0.0633
H 0.09 -0.89 1.93 0.0841
H -0.87 0.57 2.06 0.1091
H 1.43 -0.31 -1.07 0.1714
H 5.23 0.43 0.04 0.0953
H 5.79 -0.55 -1.30 0.0904
H 1.67 1.72 4.31 0.1339
H 3.59 -0.50 2.60 0.1129
H -2.66 -6.62 -1.21 0.0552
H -0.90 -1.64 -2.38 0.1188
H 0.30 3.93 -0.38 0.0946
H -2.22 -2.76 1.51 0.0760
H 3.40 2.75 -1.32 0.1475
H -2.26 -5.32 -2.35 0.0579
```

For the LUMO energy, the calculation gives -0.1017 Ha. As for the HOMO-LUMO gap: 9.50 eV. As for the total charge: +1. Its multiplicity is 1. Its highest occupied orbital energy is -12.271 eV.



(5)
DFT (the ωB97M-V functional and the def2-TZVPD basis) results for a 4-piece molecular cluster, C21H42BrN5 overall in a non-equilibrium geometry.

```
69
Properties=species:S:1:pos:R:3:lowdin_charge:R:1
Br 0.46 0.68 -0.67 -0.3478
N -2.00 -0.79 2.91 -0.0727
N -2.48 -2.91 2.95 -0.0474
N 0.36 2.47 -4.72 -0.2606
N 2.36 -2.64 3.87 -0.0530
N 2.19 -2.71 1.73 -0.0865
C 1.96 -1.41 2.10 -0.0107
C -2.05 -2.60 1.69 0.0065
C 1.82 2.80 -4.59 -0.1080
C -2.11 -4.71 4.59 -0.0643
C -1.90 3.37 -3.78 -0.1923
C 0.06 3.01 -6.11 -0.0963
C -3.03 -4.15 3.51 -0.1519
C -2.48 4.10 -2.57 -0.2330
C -1.53 0.51 3.43 0.0410
C 0.82 4.32 -6.22 -0.1283
C 2.11 -1.36 3.44 -0.0011
C 2.16 3.94 -5.56 -0.1262
C -1.75 -1.28 1.69 -0.0459
C 0.19 0.98 -4.67 0.0266
C 2.49 -3.13 5.24 -0.1626
C 2.39 -3.46 2.82 0.0050
C 2.04 -3.21 0.37 0.0161
C -2.25 3.27 -1.31 -0.1353
C 3.61 -2.43 6.00 -0.0634
C -0.40 3.23 -3.66 -0.1391
C -2.43 -1.79 3.70 -0.0058
H -2.77 -1.77 4.72 0.1732
H 2.44 -4.54 2.79 0.1707
H -1.03 3.11 -6.21 0.1267
H -3.55 4.26 -2.68 0.1137
H 1.04 -3.56 0.15 0.0972
H 4.59 -2.60 5.56 0.0903
H -1.13 1.17 2.66 0.0997
H 2.39 -2.44 -0.32 0.0995
H 2.85 3.53 -6.30 0.1174
H 1.56 -2.85 5.76 0.1276
H 2.64 4.79 -5.07 0.1197
H -0.76 0.26 4.15 0.0901
H -1.44 -0.60 0.91 0.0341
H 2.71 -4.06 0.20 0.1054
H -1.21 3.30 -1.02 0.0284
H 2.51 1.98 -4.76 0.1329
H 0.41 5.18 -5.69 0.1169
H 0.45 0.61 -3.67 0.0450
H 0.93 4.59 -7.27 0.1252
H 0.91 0.53 -5.34 0.1078
H -2.36 1.02 3.91 0.1065
H -2.01 5.08 -2.49 0.1160
H -1.15 -4.97 4.13 0.0768
H -2.47 -5.68 4.94 0.0913
H -2.14 4.03 -4.62 0.1162
H 3.45 -1.36 6.16 0.0810
H 1.86 -0.74 1.25 0.0309
H -0.13 2.69 -2.75 0.0609
H -3.14 -4.93 2.77 0.1330
H 0.38 2.23 -6.79 0.1409
H -2.78 3.58 -0.40 0.0733
H -2.71 2.28 -1.39 0.0736
H -1.91 -4.05 5.43 0.0734
H -4.03 -3.89 3.86 0.1344
H -0.87 0.81 -4.85 0.1075
H -2.33 2.39 -3.98 0.1228
H 2.60 -4.21 5.25 0.1298
H 1.98 -0.55 4.14 0.1368
H -2.13 -3.24 0.82 0.1404
H 0.05 4.22 -3.60 0.1434
H 3.65 -2.80 7.03 0.0921
H 2.01 3.09 -3.55 0.1348
```

For the LUMO energy, the calculation gives -0.1739 Ha. The energy above the lowest of the compared OMol25 structures with the same formula, charge and spin is 0.0 kJ/mol. As for the HOMO-LUMO gap: 7.60 eV. As for the total charge: +2. Its multiplicity is 1. Its highest occupied orbital energy is -12.334 eV.



(6)
DFT (the ωB97M-V functional and the def2-TZVPD basis) results for a 9-piece molecular cluster, C21H42Cl4N7O12 overall in a non-equilibrium geometry.

```
86
Properties=species:S:1:pos:R:3:lowdin_charge:R:1
Cl -15.86 19.84 -19.69 0.5124
Cl -15.28 22.68 -19.41 0.5554
Cl -16.32 21.13 -17.21 0.5171
Cl -18.05 21.63 -19.52 0.5819
O -14.41 15.31 -18.56 0.0055
O -12.30 20.58 -22.39 0.0084
O -11.68 24.58 -14.24 0.0340
O -13.81 18.58 -24.11 0.0465
O -10.13 13.29 -17.45 0.0573
O -12.96 16.64 -23.52 0.0464
O -10.92 22.75 -15.13 0.0733
O -10.40 15.18 -16.39 0.0385
O -16.15 15.59 -17.30 0.0861
O -9.14 21.39 -20.76 0.0287
O -14.17 21.43 -22.01 0.0191
O -8.60 22.87 -22.30 0.0821
N -11.67 23.30 -14.39 -0.4299
N -8.46 21.80 -21.71 -0.4286
N -13.27 21.19 -22.79 -0.4089
N -10.77 14.05 -16.73 -0.4151
N -12.92 17.72 -24.13 -0.3775
N -15.63 15.25 -18.34 -0.4013
N -11.62 17.83 -19.81 -0.2015
C -13.08 17.82 -20.28 0.0274
C -6.62 11.54 -21.43 -0.0695
C -7.29 20.99 -22.10 0.0354
C -16.53 14.67 -19.45 0.0668
C -10.61 17.99 -20.95 -0.0628
C -12.69 22.51 -13.79 0.0150
C -12.25 20.15 -18.84 -0.2528
C -6.62 14.29 -21.06 -0.0899
C -16.42 21.38 -18.96 -2.0041
C -6.09 13.74 -22.24 -0.1029
C -11.20 16.53 -19.20 -0.1523
C -11.83 21.33 -17.93 -0.0605
C -7.12 13.43 -20.08 -0.1232
C -13.38 21.50 -24.25 0.0509
C -7.07 12.09 -20.22 -0.0931
C -11.04 15.63 -20.35 -0.1663
C -6.09 12.38 -22.40 -0.1110
C -11.81 17.99 -25.11 0.0494
C -11.43 18.91 -18.67 -0.0957
C -10.39 16.54 -21.40 -0.1177
C -12.11 13.57 -16.23 0.0482
H -13.69 17.84 -19.38 0.0830
H -12.41 21.35 -24.74 0.0968
H -11.72 18.45 -17.72 0.1375
H -17.55 14.69 -19.07 0.0963
H -13.63 22.56 -24.21 0.1045
H -12.06 16.08 -18.71 0.1127
H -11.93 15.12 -20.71 0.1183
H -10.95 21.78 -18.38 0.0774
H -10.40 19.23 -18.53 0.1349
H -7.45 13.91 -19.18 0.0969
H -5.69 12.02 -23.34 0.1040
H -9.78 18.53 -20.48 0.1220
H -11.11 18.68 -24.65 0.0916
H -12.65 22.05 -17.86 0.0569
H -16.31 13.60 -19.44 0.0953
H -6.55 10.48 -21.63 0.1022
H -10.48 14.73 -20.09 0.1202
H -13.56 23.15 -13.63 0.1045
H -12.59 12.87 -16.91 0.0975
H -6.54 21.60 -22.60 0.1058
H -12.32 22.17 -12.82 0.1162
H -10.75 16.36 -22.41 0.0949
H -7.51 11.43 -19.48 0.1058
H -12.07 18.52 -26.03 0.1046
H -13.30 16.85 -20.72 0.0932
H -10.36 16.55 -18.50 0.1384
H -6.88 20.59 -21.18 0.0985
H -11.58 21.05 -16.90 0.0591
H -11.98 13.08 -15.26 0.1036
H -13.31 19.89 -18.77 0.0498
H -5.69 14.41 -22.99 0.0985
H -7.64 20.09 -22.62 0.0982
H -12.74 14.44 -16.07 0.0907
H -12.22 20.45 -19.89 0.0889
H -11.02 18.77 -21.58 0.1012
H -16.37 15.03 -20.46 0.0980
H -14.17 21.00 -24.81 0.0994
H -13.08 18.65 -20.99 0.0829
H -6.61 15.37 -20.97 0.0887
H -9.35 16.23 -21.37 0.1091
H -11.32 17.04 -25.29 0.1007
H -13.08 21.74 -14.45 0.1001
```

For the LUMO energy, the calculation gives -0.1074 Ha. As for the HOMO-LUMO gap: 8.09 eV. As for the total charge: +1. Its multiplicity is 1. Its highest occupied orbital energy is -11.014 eV.



Question: The lowest highest occupied orbital energy belongs to which entry?
Answer: C21H42BrN5